[1]
This record from the OMol25 dataset describes a molecular structure, C6HInO6 in a non-equilibrium geometry. The level of theory is the ωB97M-V functional and the def2-TZVPD basis.

```
! wB97M-V def2-TZVPD RIJCOSX def2/J DEFGRID3
* xyz 2 1
In 0.1079 0.9235 -0.7125
O 3.0704 0.3304 0.2126
O -3.7513 -0.1397 0.1138
O -0.4775 -2.5445 0.1914
O 1.7577 -1.4120 2.3359
O -0.3367 0.6950 3.0147
O -0.2527 2.4121 -4.2165
C -0.1772 1.8672 -3.2158
C 1.3117 -1.1219 1.2266
C -0.3815 0.9943 1.9153
C 0.0339 -1.6460 0.7374
C -2.6775 0.1270 -0.1646
C 1.9458 -0.0527 0.3361
H -0.1728 -0.4326 -1.7744
*
```

Energy above the lowest of the compared OMol25 structures with the same formula, charge and spin in kJ/mol: 466.7
Molecular weight in g/mol: 283.886
LUMO (spin up / spin down) in eV: -12.5 / -11.8
HOMO (spin up / spin down) in eV: -18.1 / -18.6

Atom charges from the Löwdin analysis, given in e for atoms 1 to 8:
1 In 1.0471
2 O 0.2616
3 O 0.1637
4 O 0.3272
5 O 0.2671
6 O 0.2140
7 O 0.1866
8 C 0.0382

[2]
This record from the OMol25 dataset describes a single C17H18N4O4 molecule in a non-equilibrium geometry. The level of theory is the ωB97M-V functional and the def2-TZVPD basis.

```
! wB97M-V def2-TZVPD RIJCOSX def2/J DEFGRID3
* xyz 0 1
O 0.6166 -1.7968 -4.6928
O 0.4849 -1.7947 1.3913
O -0.5268 -0.4272 -3.3528
O -2.4175 1.9876 1.6745
N 0.7789 2.1760 2.6743
N -3.0325 0.0604 2.3727
N -1.7925 -1.8882 1.7529
N 0.5403 3.5069 2.3902
C 0.2215 -1.7734 -1.0098
C 0.3309 3.5755 1.1246
C 1.1813 1.6734 3.9834
C -0.7059 0.3382 1.7134
C 1.2606 -3.4472 -2.3017
C -0.0323 -1.4319 -5.8457
C -2.9776 -1.3300 2.1225
C 0.6357 -2.3623 0.1803
C 0.6141 1.1968 1.5420
C 1.6833 -3.9641 -1.0945
C -0.6430 -1.0361 1.5245
C -1.9801 0.8375 1.9704
C 0.0957 -1.4648 -3.5287
C 0.5079 2.2197 0.4021
C 0.5685 -2.2431 -2.3000
C 0.0813 4.8287 0.3483
C 1.3526 -3.4963 0.1305
H -0.6677 5.3068 0.9197
H -3.8612 -1.8762 2.5408
H 0.3727 1.4815 4.6417
H 1.8692 2.4898 4.4825
H -3.9228 0.4908 2.4307
H 0.6652 -0.9433 -6.5350
H 0.9513 5.4840 0.3154
H 1.6191 -3.9526 -3.1749
H -0.9433 -0.8020 -5.7034
H 1.4924 2.2265 -0.1675
H -0.5281 -2.2821 -6.3432
H 2.1837 -4.9059 -1.1475
H -0.3636 4.6694 -0.5695
H 1.6095 0.6656 1.3688
H 1.8091 -3.8919 1.0524
H 1.6640 0.7281 3.9535
H -0.3570 2.0817 -0.3408
H -0.4384 -0.9148 -0.8957
*
```

Energy above the lowest of the compared OMol25 structures with the same formula, charge and spin in kJ/mol: 522.4
SMILES: COC(=O)c1cccc(Oc2nc[nH]c(=O)c2[C@H]2CC(C)=NN2C)c1
Molecular weight in g/mol: 342.355
LUMO in eV: 0.0
HOMO in eV: -7.2

Atom charges from the Löwdin analysis, given in e for atoms 1 to 8:
1 O -0.0075
2 O 0.0612
3 O 0.0966
4 O 0.0312
5 N -0.2129
6 N 0.1295
7 N 0.1426
8 N 0.1365

[3]
This record from the OMol25 dataset describes 2 unconnected molecules or ions with the total composition C8H12ClF3Si in a non-equilibrium geometry. The level of theory is the ωB97M-V functional and the def2-TZVPD basis.

```
! wB97M-V def2-TZVPD RIJCOSX def2/J DEFGRID3
* xyz 0 1
Cl -3.1899 -1.5285 -1.1033
Si -2.0126 -1.0656 0.4066
F -4.3237 2.2434 -0.4206
F -5.6983 0.7588 -0.0847
F -2.8812 0.0841 1.1224
C 3.2037 1.2919 0.0687
C 1.8892 1.7536 -0.6871
C 1.7500 0.2734 -1.1740
C -4.9208 1.6023 0.5487
C -0.5642 -0.2255 -0.3239
C -1.8197 -2.4715 1.7236
C 0.7600 -0.4174 -0.3773
C 3.1590 0.0182 -0.7241
H -1.6070 -1.8875 2.6021
H 1.1693 -1.0822 0.3683
H 1.0961 2.0750 -0.0500
H 3.0431 1.0895 1.1192
H -0.7240 0.6923 -0.8000
H -2.4705 -3.3391 1.7734
H 1.5951 -0.1938 -2.1597
H 2.1316 2.3196 -1.4530
H 3.3314 -0.8779 -0.2493
H 4.0934 1.8095 -0.1359
H 3.9219 0.0084 -1.5330
H -0.9317 -2.9307 1.5431
*
```

Energy above the lowest of the compared OMol25 structures with the same formula, charge and spin in kJ/mol: 71.8
Molecular weight in g/mol: 228.717
LUMO in eV: 0.7
HOMO in eV: -9.7

Atom charges from the Löwdin analysis, given in e for atoms 1 to 8:
1 Cl 0.4402
2 Si 0.0111
3 F 0.0473
4 F 0.0360
5 F -0.2011
6 C -0.1278
7 C -0.0561
8 C -0.3118

[4]
This record from the OMol25 dataset describes a single C20H19Cl2N5O2S molecule. The level of theory is the ωB97M-V functional and the def2-TZVPD basis.

```
! wB97M-V def2-TZVPD RIJCOSX def2/J DEFGRID3
* xyz 0 1
Cl 2.8245 3.8022 -0.3956
Cl 4.8303 2.3598 -2.3228
S -4.3926 -1.1758 1.6551
O 2.0567 -2.9126 1.1700
O -3.7686 -0.7874 -1.5943
N -0.8192 -0.2954 2.6957
N -1.9438 -2.1516 2.4280
N -2.0730 0.0423 2.3619
N 1.6331 -0.6979 1.5711
N -2.1477 0.3137 -0.4672
C -0.6649 2.3700 -1.7939
C -4.3599 0.2347 0.4918
C 3.8887 1.4502 -1.2063
C -0.7343 -1.6005 2.7381
C -1.0730 -0.0939 -1.3415
C -2.7456 -1.0664 2.1997
C -0.2999 1.0429 -1.9593
C 1.1526 3.0668 -3.1991
C 2.3925 -0.0277 0.6143
C 3.0002 2.0934 -0.3490
C 3.2743 -0.6704 -0.2506
C 2.2540 1.3580 0.5519
C 4.0128 0.0706 -1.1529
C 0.8049 0.7389 -2.7462
C 1.5046 -2.0294 1.7816
C 1.5222 1.7428 -3.3683
C 0.0616 3.3768 -2.4078
C 0.5361 -2.3290 2.9473
C -3.4102 -0.1257 -0.6449
C -2.3066 -3.5354 2.3259
H 1.0141 -1.9858 3.8674
H -1.9039 0.8047 0.3831
H -1.5449 -4.0776 1.7651
H 1.7145 3.8523 -3.6816
H 1.5667 1.8646 1.2119
H -5.3786 0.3165 0.1174
H -2.4139 -3.9792 3.3176
H 1.0065 -0.1047 2.1187
H -4.0660 1.1224 1.0472
H 0.3813 -3.4052 3.0058
H -1.5360 -0.6904 -2.1356
H 1.0963 -0.2936 -2.8749
H 3.3790 -1.7417 -0.2095
H -0.3762 -0.7425 -0.7911
H -0.2310 4.4073 -2.2695
H -3.2593 -3.6035 1.8013
H -1.5277 2.6225 -1.1953
H 4.6996 -0.4223 -1.8222
H 2.3695 1.4919 -3.9884
*
```

SMILES: Cn1c(CC(=O)Nc2ccc(Cl)c(Cl)c2)nnc1SCC(=O)NCc1ccccc1
Molecular weight in g/mol: 464.378
LUMO in eV: 0.3
HOMO in eV: -8.6

Atom charges from the Löwdin analysis, given in e for atoms 1 to 8:
1 Cl 0.7194
2 Cl 0.6893
3 S 0.9972
4 O 0.0804
5 O 0.0547
6 N 0.0528
7 N -0.0413
8 N 0.0162

[5]
This record from the OMol25 dataset describes a molecular structure, C17H32BaNP in a non-equilibrium geometry. The level of theory is the ωB97M-V functional and the def2-TZVPD basis.

```
! wB97M-V def2-TZVPD RIJCOSX def2/J DEFGRID3
* xyz 0 1
Ba -0.6766 -0.8638 0.2179
P 1.9746 -0.4544 -0.8900
N -1.8163 -1.3632 -2.5505
C 1.7355 3.1020 -3.0217
C 3.3719 -1.1913 -0.0131
C 1.7965 -1.5550 -2.3439
C 0.1511 1.5220 -2.0963
C -1.8881 -0.0343 -1.9582
C 0.9255 1.7872 3.0877
C -0.6680 3.3724 -3.3184
C 1.4692 1.9154 -2.2760
C -0.4526 2.2741 2.5834
C -0.5865 2.1935 1.0899
C -1.8534 -1.2323 -4.1087
C -1.6139 1.5636 3.3085
C 2.6203 1.0841 -1.6699
C -2.2309 1.3278 -2.5570
C -2.9659 -2.2513 -2.1802
C -0.9320 2.1344 -2.6668
C 0.6528 3.8125 -3.5303
H -2.0715 -0.2291 -4.4945
H 2.7568 3.4093 -3.2131
H -3.7268 -1.7772 -1.5218
H -1.4845 3.9572 -3.7119
H 0.3102 -2.5744 2.3492
H 4.2408 -1.2090 -0.6818
H -0.3737 -2.9142 1.8840
H 1.4450 -2.5512 -2.0205
H 3.5843 -0.5990 0.8878
H -1.5067 1.7367 4.3894
H 1.7316 2.4238 2.6947
H 1.1487 0.7427 2.8131
H -2.5852 1.9767 3.0039
H -2.4924 -0.1661 -1.0481
H -2.5689 -2.0092 -4.4871
H 0.8446 4.7012 -4.1234
H -3.3740 -2.6349 -3.1379
H -2.8642 1.8261 -1.7936
H -2.5852 -3.1276 -1.6041
H 3.1439 1.6465 -0.8578
H 3.3564 0.7338 -2.4353
H -0.5099 3.3331 2.9135
H -0.8390 -1.4357 -4.5402
H 2.7951 -1.6364 -2.7974
H 3.1031 -2.2122 0.2930
H 1.0834 -1.1528 -3.0793
H -1.6366 0.4731 3.1421
H -0.6757 -0.0107 -1.9337
H -2.8419 1.2219 -3.4701
H 0.2898 2.6089 0.5792
H 0.9662 1.8639 4.1856
H -1.4860 2.7102 0.7205
*
```

Molecular weight in g/mol: 418.752
LUMO (spin up / spin down) in eV: -0.6 / -0.6
HOMO (spin up / spin down) in eV: -5.3 / -5.3

Atom charges from the Löwdin analysis, given in e for atoms 1 to 8:
1 Ba 1.4876
2 P 0.6299
3 N -0.2809
4 C -0.0659
5 C -0.3114
6 C -0.2854
7 C -0.1354
8 C -0.5455

[6]
This record from the OMol25 dataset describes a single C6H6O molecule in a non-equilibrium geometry. The level of theory is the ωB97M-V functional and the def2-TZVPD basis.

```
! wB97M-V def2-TZVPD RIJCOSX def2/J DEFGRID3
* xyz 0 1
O -2.4786 0.3322 -2.9124
C 0.1671 -0.6038 1.7236
C 0.7110 0.3957 0.7730
C -1.0527 0.4049 -0.9090
C -1.7574 0.3581 -1.9999
C 1.3677 -0.0813 -1.4943
C 0.3855 0.3321 -0.6585
H 1.7300 0.7025 0.9921
H 2.4177 0.1276 -1.4122
H 0.3995 -0.2908 2.7423
H 0.6533 -1.5768 1.5703
H -1.6365 0.6442 -0.0267
H -0.9068 -0.7445 1.6117
*
```

Energy above the lowest of the compared OMol25 structures with the same formula, charge and spin in kJ/mol: 508.5
Molecular weight in g/mol: 94.113
LUMO (spin up / spin down) in eV: -0.3 / -0.4
HOMO (spin up / spin down) in eV: -8.6 / -8.1

Atom charges from the Löwdin analysis, given in e for atoms 1 to 8:
1 O 0.1907
2 C -0.1053
3 C -0.0847
4 C -0.0810
5 C -0.1597
6 C 0.1850
7 C -0.4197
8 H 0.0948

| no. | calculated total energy (hartree) |
| --- | --- |
| 1 | -869.8475 |
| 2 | -1178.4717 |
| 3 | -1361.2593 |
| 4 | -2516.4312 |
| 5 | -1088.2286 |
| 6 | -307.2697 |